# 1
This record from OMol25 describes a molecular structure, C10H12ClNPPb. The level of theory is the ωB97M-V functional and the def2-TZVPD basis.

```
26
Properties=species:S:1:pos:R:3:forces:R:3
P 0.07932 2.60539 0.58320 -0.27 0.93 0.00
H 0.43455 3.87646 -0.00042 -0.11 -0.62 0.21
H 0.97046 -1.70686 5.48851 0.34 -0.27 1.06
H -0.73075 3.21589 1.58908 0.24 -0.22 -0.17
C -0.56002 -1.38849 -2.98425 -0.23 -1.80 -2.15
H -1.66327 0.37522 2.79402 0.10 -0.25 0.23
H 0.24843 0.55766 -3.55184 -0.38 0.07 1.19
Pb -1.43612 -0.59093 -0.77514 -1.56 0.53 1.30
Cl -1.37103 -0.13238 5.58396 -0.43 0.29 0.61
C -0.81746 -0.28811 2.97232 1.04 -0.96 -0.34
C -0.13625 -2.39125 -2.00242 -0.20 0.94 -0.98
H 1.24885 -2.20465 -0.26939 -0.39 0.23 -0.38
C 0.69420 -1.43763 4.51069 -0.01 0.23 -1.44
H -1.23482 -1.63333 -3.94688 1.85 0.69 2.49
C 0.78367 -0.27289 -1.44680 0.40 -2.65 -1.28
H -0.36768 -3.46885 -2.16233 0.21 1.05 0.75
C 0.68630 -1.70658 -1.04726 0.16 0.46 -1.59
C 0.94002 -1.47297 2.11556 0.49 -0.41 -0.40
H 1.48036 -1.83286 1.20708 -0.34 0.46 1.58
C -0.42210 -0.66309 4.28254 -0.75 0.67 -1.54
H 1.23647 2.51076 1.38221 0.01 0.00 0.05
C 0.14417 -0.18700 -2.74042 -0.14 -0.04 -0.27
H 1.32832 0.47543 -0.92442 0.44 0.29 0.09
C 1.41916 -1.81110 3.39763 -0.49 0.31 -1.20
N -0.15996 -0.75134 1.85910 -0.19 0.34 1.98
H 2.33728 -2.36231 3.44886 0.21 -0.24 0.20
```
Positions in Å, forces in eV/Å.

## Properties
net charge: +1
frontier orbital gap: 9.170 eV



# 2
This record from OMol25 describes 2 unconnected molecules or ions with the total composition C5H10O. The level of theory is the ωB97M-V functional and the def2-TZVPD basis.

```
16
Properties=species:S:1:pos:R:3:forces:R:3
H 2.22907 -0.98015 0.92187 -0.23 0.09 -0.08
C 0.05149 1.21584 -1.12849 0.15 0.07 -0.31
H 0.81735 -2.02054 0.74014 -0.02 -0.02 -0.06
H -0.26595 2.11319 -1.65467 -0.04 -0.16 0.03
O -1.85474 -1.74747 -0.69442 0.15 0.13 0.33
H 1.42490 -1.11318 -0.64518 -0.06 0.03 0.10
C -0.77501 0.80658 0.04407 0.32 -0.53 0.43
H 0.49745 0.45644 -1.77018 0.01 0.15 0.11
H 0.73456 2.37199 0.75475 0.04 0.08 -0.02
H -1.75855 1.19319 0.30630 0.39 -0.38 0.18
H -1.23693 -1.00557 -0.54755 -0.33 -0.36 -0.26
C 0.37610 0.09347 0.85611 -0.48 0.54 -0.02
C 0.53321 1.43680 0.26325 0.49 0.56 0.17
C 1.25027 -1.06826 0.43201 -0.17 -0.25 -0.18
H 0.22224 0.08746 1.93808 -0.16 0.19 -0.21
H -2.24546 -1.83979 0.18390 -0.07 -0.16 -0.21
```
Positions in Å, forces in eV/Å.

## Properties
net charge: 0
frontier orbital gap: 10.745 eV
SMILES: C[C@H]1[C@H]2C[C@@H]12.O



# 3
This record from OMol25 describes a molecular structure, C21H27I2N7OReSSi. The level of theory is the ωB97M-V functional and the def2-TZVPD basis.

```
61
Properties=species:S:1:pos:R:3:forces:R:3
N 1.80563 -0.38239 -1.75849 0.01 0.01 0.02
C 3.06675 -0.69443 -1.33265 0.01 -0.01 -0.03
C -1.58364 -3.05070 1.62817 0.00 0.01 0.01
I 6.74427 -2.68411 -2.57526 -0.01 0.01 0.01
C 4.58317 -0.53467 0.52080 -0.01 0.01 0.02
Re 0.68646 0.73069 -0.24112 -0.04 0.08 0.03
H 0.17833 4.97509 0.56942 0.02 0.00 0.01
C -0.12544 3.16014 1.41547 -0.01 0.00 -0.04
H -5.30908 -4.47868 -0.08209 0.00 0.00 0.00
H -4.03455 -3.42795 -2.75617 0.00 0.00 0.00
C -2.01046 -2.31935 0.51626 -0.01 0.02 -0.03
Si -3.62082 -2.74294 -0.43010 0.01 -0.01 0.01
C 3.36434 -0.26218 -0.02908 -0.01 0.00 -0.01
H -5.67819 -1.46001 -0.84910 0.00 0.00 0.00
C -3.14558 -3.14852 -2.18660 0.00 0.01 -0.01
H -4.62591 -4.00413 1.46577 -0.01 0.00 0.00
N 0.80565 2.46162 -1.33371 0.01 -0.02 -0.05
C -0.40551 -2.75011 2.30616 -0.02 -0.01 0.00
H -2.45253 -3.99115 -2.22353 0.00 0.00 0.00
N -0.52372 3.77279 2.52975 0.00 -0.01 0.02
H -1.26221 3.61175 4.47121 0.01 0.00 0.00
C -1.15628 -1.28825 0.15193 0.00 -0.04 0.00
H 0.56456 5.69035 -1.43035 -0.01 0.00 0.00
H 6.50836 -1.43857 0.19370 0.00 0.00 0.00
N -0.08046 1.85439 1.28284 0.01 -0.06 0.04
O 2.35907 0.39169 0.59873 0.07 -0.01 0.01
C 3.58118 -1.78176 -3.39961 0.00 -0.01 0.00
N 0.24855 3.99063 0.36953 0.00 0.02 0.01
C 5.54275 -1.23580 -0.24842 0.00 0.00 0.01
C -4.37832 -4.21144 0.42275 0.00 -0.01 0.01
H 1.06355 4.62569 -2.67448 0.00 0.00 0.00
H 1.97052 -1.74774 -4.80548 0.00 0.00 0.00
H -4.97710 -1.00297 0.70056 0.00 0.00 0.00
I 5.01414 0.06545 2.45473 0.01 -0.01 -0.01
H 4.25869 -2.32698 -4.04325 0.00 0.00 0.00
H 1.02151 2.42211 -2.32495 0.00 0.01 0.00
C 0.60880 3.68987 -0.92001 -0.01 0.03 -0.03
H -0.83179 5.48691 3.66840 0.00 0.00 0.00
H -1.28324 5.68118 1.98394 0.00 0.00 -0.01
H 1.29983 -1.40817 2.33456 0.00 0.01 -0.01
C 4.00038 -1.39824 -2.10952 0.00 0.00 0.02
C -0.54645 5.23256 2.65413 0.00 0.00 0.00
H -2.68260 -2.30163 -2.69628 -0.01 -0.01 0.00
H 0.44474 -0.52151 -3.28752 0.00 -0.01 0.00
H -2.18503 -3.88213 1.97498 0.00 0.00 0.00
H -0.08785 -3.33197 3.15930 0.00 0.00 0.00
H -0.41138 1.36267 2.10353 -0.02 0.03 0.01
H -4.29588 -0.37189 -0.80578 0.01 0.00 0.00
C -4.73732 -1.25212 -0.33502 0.00 0.01 0.00
H -1.79738 2.32397 3.40167 0.00 0.00 0.00
H 0.44357 5.66157 2.48495 0.00 0.00 0.01
S -1.27715 -0.13893 -1.19427 0.00 0.01 0.02
N -0.01607 -0.98897 0.79841 -0.02 -0.04 -0.03
H -0.12344 2.33802 4.03393 0.00 0.00 0.00
C 1.45162 -0.76232 -2.97508 0.01 0.00 0.01
C 5.27301 -1.65845 -1.52195 0.01 -0.01 -0.02
C 0.36735 -1.69665 1.86581 0.01 0.00 0.02
C -0.94737 2.95390 3.66930 -0.01 0.00 0.00
C 2.31818 -1.46190 -3.82346 -0.01 0.00 -0.01
N 0.74892 4.74672 -1.72608 0.01 -0.01 0.00
H -3.73111 -5.09008 0.38872 0.00 0.00 0.00
```
Positions in Å, forces in eV/Å.

## Properties
<S²>: 0.757
net charge: +2
frontier orbital gap (spin up / spin down): 6.321 / 6.349 eV
2S+1: 2



# 4
This record from OMol25 describes a molecular structure, C20H21MoN3OP. The level of theory is the ωB97M-V functional and the def2-TZVPD basis.

```
47
Properties=species:S:1:pos:R:3:forces:R:3
H -0.35914 1.84328 2.36095 -0.01 0.00 -0.03
H 2.96451 -0.85216 -3.26283 0.00 0.00 0.00
C 0.64867 3.86638 0.21112 -0.01 0.03 0.00
H 2.15380 1.05125 -2.05767 -0.02 0.05 0.02
C 2.42430 -1.47678 -2.56393 -0.05 0.05 0.06
H -2.94007 -1.33769 -1.17887 -0.03 0.03 0.00
H -2.32637 0.19939 1.40930 0.10 -0.01 0.07
C 1.04537 -2.99783 -0.74899 0.00 0.09 0.02
N -3.34687 -3.48365 0.71654 0.03 0.03 0.04
H 1.32139 3.71449 1.04637 0.00 -0.02 -0.01
H -2.99493 -4.32429 1.15765 -0.01 -0.01 -0.01
C 1.36281 0.84569 1.45825 0.18 0.07 -0.30
C 0.23887 5.14459 -0.12241 0.01 -0.01 0.01
H 0.58058 5.98814 0.46162 0.00 0.00 0.00
C -0.59635 5.34462 -1.21658 0.00 0.00 0.00
C 0.75781 -1.29807 3.18792 -0.01 -0.15 0.42
N 1.63453 0.48818 -1.39348 -0.09 -0.05 0.06
O -1.35526 -2.47649 0.93697 0.18 0.09 -0.02
C 1.76137 -3.62736 -1.72484 0.00 -0.04 -0.02
H -1.67690 4.45038 -2.84617 0.00 0.00 0.00
H -0.90632 -0.09399 3.84508 -0.02 -0.01 -0.04
C 2.46140 -2.85164 -2.65468 0.00 -0.05 0.00
H 0.48071 -3.54838 -0.01131 0.01 0.00 0.00
H -0.97267 2.15518 -2.28660 0.00 0.00 0.00
H 1.77675 -4.70713 -1.76515 0.01 0.00 -0.02
H -0.90654 6.34958 -1.47154 0.00 0.00 0.00
C 1.67935 -0.89516 -1.54664 -0.01 0.01 -0.02
C 0.20543 2.79207 -0.57439 -0.04 -0.05 0.04
H -2.22007 0.81854 -0.23783 0.10 0.07 0.07
H -4.07761 -0.96934 0.10459 -0.01 -0.02 0.01
H 2.53571 -2.23825 2.42617 -0.01 0.01 0.00
C 0.27350 0.96381 2.37678 -0.15 -0.28 -0.24
H 3.03480 -3.32481 -3.44180 0.00 0.00 0.00
C -0.03760 -0.13196 3.19765 -0.10 0.05 0.26
H 2.98076 -0.42149 0.80972 0.02 0.05 0.01
Mo -0.16992 -0.77405 0.92580 -0.29 0.68 0.21
C -3.02767 -1.18843 -0.09717 0.03 0.17 -0.01
C 1.90482 -1.35902 2.41577 0.19 -0.17 -0.12
H -4.31497 -3.47285 0.42577 0.00 -0.02 -0.01
C 2.18949 -0.29207 1.53882 0.08 0.03 -0.10
C -2.57835 -2.44471 0.55036 -0.08 -0.12 0.06
P 0.69936 1.16238 -0.19739 0.26 0.02 0.13
C -0.64005 2.98941 -1.67900 -0.01 0.02 -0.01
C -2.07619 -0.07649 0.36213 -0.26 -0.38 -0.55
C -1.03330 4.27483 -1.99522 0.01 -0.01 0.01
N 0.98481 -1.63346 -0.64445 -0.05 -0.18 0.03
H 0.45628 -2.14461 3.79359 0.02 0.00 -0.01
```
Positions in Å, forces in eV/Å.

## Properties
net charge: +3
frontier orbital gap (spin up / spin down): 6.878 / 6.962 eV



# 5
This record from OMol25 describes a single CHIS2 molecule. The level of theory is the ωB97M-V functional and the def2-TZVPD basis.

```
5
Properties=species:S:1:pos:R:3:forces:R:3
S 0.21190 -2.01876 1.01007 0.23 0.59 0.42
S 0.15659 -2.07523 -1.02590 0.08 1.77 -0.13
H -0.04530 0.19527 0.19453 -2.74 2.96 0.09
I 2.62644 0.07662 0.00685 -0.64 -0.06 -0.17
C 0.57431 -0.54691 -0.03570 3.06 -5.25 -0.21
```
Positions in Å, forces in eV/Å.

## Properties
net charge: 0
frontier orbital gap: 8.444 eV
SMILES: IC1SS1



# 6
This record from OMol25 describes a single C3H6N4O molecule. The level of theory is the ωB97M-V functional and the def2-TZVPD basis.

```
14
Properties=species:S:1:pos:R:3:forces:R:3
N -0.50995 0.31565 0.04651 1.53 -2.02 0.84
N -0.26906 0.69885 -1.25574 0.33 -1.09 -0.03
O 0.59549 -1.52194 -1.71160 -0.80 3.37 0.93
H 1.78298 -2.13615 -0.25788 -1.66 3.20 0.04
N 1.22755 -1.17074 -0.45393 2.73 -5.40 0.71
C -0.98097 1.41605 0.91051 0.39 0.36 -0.09
H -1.85634 1.80123 0.18059 1.64 -0.35 2.65
N 0.46171 -1.13620 1.77092 1.12 -1.47 -0.32
C 0.36257 -0.81852 0.57278 -1.66 3.53 -1.67
H 0.37182 0.02955 -3.09075 -0.07 0.16 0.13
H -0.04946 -0.49801 2.31346 -0.85 0.74 1.18
C 0.22994 -0.17358 -2.03606 -0.54 -0.64 -1.08
H -0.05459 2.34389 0.97670 -2.90 -2.79 0.27
H -1.31168 0.84992 2.03450 0.73 2.41 -3.56
```
Positions in Å, forces in eV/Å.

## Properties
net charge: 0
frontier orbital gap: 9.710 eV
SMILES: [H]/N=C1/NOC=NN1C



> Number 6 is which compound?

C3H6N4O



> Among the records above, which one has the highest net charge?

C20H21MoN3OP